A 6-piece molecular cluster, C36H48N7O overall, computed with ωB97M-V/def2-TZVPD.

Cartesian coordinates (Å):
C (1.4271, 2.8337, 1.3963)
C (1.3260, 1.4660, 2.0241)
O (1.7829, 1.2137, 3.1104)
N (0.6417, 0.5044, 1.2630)
C (1.1651, 0.3328, -0.1043)
C (0.4723, -0.7779, 1.9731)
C (-0.7525, -0.7381, 2.8899)
C (-1.9731, -1.3539, 2.2002)
C (-2.5096, -0.5720, 0.9915)
C (-3.3772, 0.6424, 1.2756)
C (-2.8343, 1.7937, 2.1284)
C (-3.3006, 3.1176, 1.4701)
C (-3.9847, 2.7655, 0.1450)
N (-3.6587, 1.3111, -0.0722)
H (0.5775, 3.0189, 0.7363)
H (2.3299, 2.8719, 0.7791)
H (1.4982, 3.5858, 2.1790)
H (2.2539, 0.2058, -0.1304)
H (0.9061, 1.1903, -0.7305)
H (0.6783, -0.5558, -0.5066)
H (1.3725, -1.0528, 2.5279)
H (0.3213, -1.5379, 1.2017)
H (-0.5583, -1.2747, 3.8205)
H (-0.9183, 0.2992, 3.1789)
H (-2.7734, -1.5873, 2.9092)
H (-1.6640, -2.3249, 1.8033)
H (-1.6725, -0.2745, 0.3456)
H (-3.1207, -1.2747, 0.4103)
H (-4.3692, 0.3540, 1.6337)
H (-1.7518, 1.7780, 2.2127)
H (-3.3084, 1.7273, 3.1068)
H (-3.9839, 3.6382, 2.1391)
H (-2.4537, 3.7803, 1.2984)
H (-3.5328, 3.3042, -0.6861)
H (-5.0622, 2.9092, 0.1481)
H (-2.8121, 1.2578, -0.6448)
H (-4.3729, 0.8069, -0.5976)
N (6.6441, 3.1576, -0.3951)
C (5.5814, 2.4349, -0.0507)
C (5.2476, 2.1374, 1.2617)
C (6.0600, 2.6100, 2.2791)
C (7.1623, 3.3735, 1.9350)
C (7.4102, 3.6175, 0.5910)
H (4.9644, 2.0802, -0.8706)
H (4.3662, 1.5498, 1.4857)
H (5.8258, 2.4049, 3.3154)
H (7.8156, 3.7864, 2.6918)
H (8.2588, 4.2221, 0.2898)
N (4.0040, 6.5214, 2.2952)
C (3.6474, 7.6065, 2.9794)
C (4.5314, 8.6099, 3.3471)
C (5.8630, 8.4809, 2.9870)
C (6.2505, 7.3569, 2.2759)
C (5.2882, 6.4114, 1.9552)
H (2.5987, 7.6765, 3.2479)
H (4.1811, 9.4694, 3.9019)
H (6.5842, 9.2419, 3.2552)
H (7.2786, 7.2118, 1.9725)
H (5.5540, 5.5220, 1.3958)
N (-2.9152, -4.8050, 2.4790)
C (-4.1678, -5.1418, 2.1767)
C (-4.4976, -6.1396, 1.2713)
C (-3.4712, -6.8258, 0.6416)
C (-2.1622, -6.4870, 0.9459)
C (-1.9392, -5.4756, 1.8687)
H (-4.9467, -4.5888, 2.6909)
H (-5.5341, -6.3744, 1.0719)
H (-3.6874, -7.6142, -0.0675)
H (-1.3278, -6.9989, 0.4861)
H (-0.9267, -5.1925, 2.1375)
N (-0.0833, -2.3146, -1.8500)
C (0.5774, -2.3362, -3.0068)
C (0.4798, -3.3698, -3.9249)
C (-0.3463, -4.4433, -3.6321)
C (-1.0399, -4.4333, -2.4311)
C (-0.8752, -3.3530, -1.5797)
H (1.2212, -1.4852, -3.2037)
H (1.0420, -3.3329, -4.8477)
H (-0.4532, -5.2639, -4.3275)
H (-1.6934, -5.2499, -2.1547)
H (-1.3986, -3.3213, -0.6280)
N (-2.3700, -4.9355, -6.1383)
C (-2.2221, -4.2792, -7.2871)
C (-3.2068, -3.4769, -7.8448)
C (-4.4136, -3.3522, -7.1764)
C (-4.5828, -4.0320, -5.9804)
C (-3.5342, -4.8052, -5.5064)
H (-1.2688, -4.4058, -7.7882)
H (-3.0293, -2.9693, -8.7828)
H (-5.2092, -2.7412, -7.5826)
H (-5.5099, -3.9714, -5.4266)
H (-3.6335, -5.3519, -4.5742)

Output
- Highest occupied orbital energy: -0.403 Eh
- Net charge: +1
- E_LUMO: -2.869 eV
- 2S+1: 1

***

C21H30Y as an isolated structure, computed with ωB97M-V/def2-TZVPD.

Cartesian coordinates (Å):
Y (0.0444, -0.0369, -0.0343)
C (2.6626, -3.5304, 0.6659)
C (2.7627, -2.2378, -0.1027)
C (3.2684, -1.0793, 0.5306)
C (3.5582, -1.0860, 2.0073)
C (3.4887, 0.0929, -0.2292)
C (4.1615, 1.2861, 0.4017)
C (3.0742, 0.1500, -1.5867)
C (3.1389, 1.4561, -2.3359)
C (2.5695, -1.0095, -2.2225)
C (2.2605, -0.9892, -3.6984)
C (2.3553, -2.1844, -1.4617)
C (1.6542, -3.3642, -2.0823)
H (3.4499, -3.6066, 1.4118)
H (2.7350, -4.3994, 0.0178)
H (1.7099, -3.6104, 1.1984)
H (4.5975, -1.3839, 2.1841)
H (2.9405, -1.7954, 2.5534)
H (3.4436, -0.1029, 2.4590)
H (4.8614, 0.9915, 1.1794)
H (3.4347, 1.9587, 0.8681)
H (4.7089, 1.8739, -0.3304)
H (4.1129, 1.5579, -2.8265)
H (3.0347, 2.3182, -1.6802)
H (2.3906, 1.5238, -3.1228)
H (2.3700, -1.9724, -4.1478)
H (2.9126, -0.3038, -4.2337)
H (1.2329, -0.6644, -3.8894)
H (2.3874, -4.0422, -2.5322)
H (0.9740, -3.0715, -2.8790)
H (1.1047, -3.9528, -1.3508)
C (-3.5792, -1.7874, 1.2731)
C (-3.2233, -0.3473, 1.0462)
C (-3.4440, 0.2657, -0.2019)
C (-3.0344, 1.5915, -0.4601)
C (-3.2312, 2.2042, -1.8128)
C (-2.4155, 2.3119, 0.5814)
C (-2.1977, 1.7415, 1.8530)
C (-1.4912, 2.5057, 2.9340)
C (-2.6248, 0.4174, 2.0713)
H (-4.6064, -1.8582, 1.6441)
H (-2.9504, -2.2503, 2.0328)
H (-3.5496, -2.3696, 0.3530)
H (-3.9777, -0.2810, -0.9728)
H (-4.2060, 2.7015, -1.8483)
H (-3.2473, 1.4589, -2.6066)
H (-2.4928, 2.9746, -2.0303)
H (-2.1364, 3.3472, 0.4120)
H (-2.2229, 3.0691, 3.5215)
H (-0.7964, 3.2430, 2.5334)
H (-0.9819, 1.8485, 3.6377)
H (-2.5180, -0.0181, 3.0600)

Output
- Highest occupied orbital energy: -0.679 Eh
- Net charge: +3
- E_LUMO: -13.084 eV
- 2S+1: 1